Record 1
Formula: C10H26IN2O3
Source: OMol25
Level of theory: the ωB97M-V functional and the def2-TZVPD basis

Charge   -1
ΔE to the lowest compared entry with this formula, charge and spin   49.86 kcal/mol
E   -28013.1998 eV
Frontier orbital gap   5.769 eV
Multiplicity   1

Each line ends with the Mulliken charge.
Atoms and positions in Å:
I1 -2.3425 -0.8739 -2.7549  -1.00
O1 -3.5418 8.0009 -3.3248  -0.37
O2 1.5278 -6.1952 2.8209  -0.29
O3 3.5891 -5.2591 -0.7808  -0.33
N1 1.9052 -3.8865 1.3616  -0.36
N2 -4.8778 5.1597 -1.2969  -0.72
C1 3.7083 -3.8733 -0.3967  -0.56
C2 -4.1956 6.4868 -1.4303  0.58
C3 4.6456 -5.6182 -1.7781  -0.77
C4 -2.8170 6.4580 -0.7582  -1.44
C5 -4.1714 6.7350 -2.9563  -0.82
C6 1.8145 -5.0084 3.5816  -0.62
C7 -4.1515 9.1758 -2.6978  -0.75
C8 1.8703 -7.3691 3.5935  -0.81
C9 1.4693 -3.7036 2.7869  -0.76
C10 3.3817 -3.7137 1.1563  -0.68
H1 5.5502 -5.9738 -1.2847  0.31
H2 -4.5716 4.5141 -2.0108  0.29
H3 2.8415 -5.1417 3.9217  0.37
H4 0.4061 -3.4641 2.8044  0.42
H5 -4.5092 4.7340 -0.4584  0.26
H6 1.6130 -2.9961 0.9848  0.27
H7 1.3303 -7.3471 4.5401  0.32
H8 4.0126 -4.3826 1.7416  0.34
H9 -2.8637 6.3056 0.3201  0.38
H10 2.8904 -7.3048 3.9720  0.32
H11 3.1573 -3.2450 -1.0965  0.36
H12 1.9331 -8.3064 3.0407  0.29
H13 -5.1964 9.3446 -2.9585  0.30
H14 -3.7530 9.4138 -1.7116  0.27
H15 -4.7022 7.2419 -0.8292  0.23
H16 1.2308 -5.1456 4.4919  0.46
H17 -3.6957 10.0793 -3.1028  0.29
H18 4.7218 -3.4796 -0.4731  0.39
H19 -2.1302 7.2654 -1.0124  0.31
H20 4.3898 -6.4793 -2.3955  0.27
H21 5.0468 -4.8007 -2.3771  0.32
H22 -3.6137 5.9618 -3.4847  0.40
H23 -2.3859 5.4937 -1.0272  0.37
H24 -5.1882 6.7507 -3.3488  0.38
H25 1.9429 -2.8548 3.2802  0.33
H26 3.7291 -2.6985 1.3479  0.40


Record 2
Formula: C24H27BCrN5O7S
Source: OMol25
Level of theory: the ωB97M-V functional and the def2-TZVPD basis

ΔE to the lowest compared entry with this formula, charge and spin   3.80 kcal/mol
<S²>   0.796
E   -87046.1577 eV
Frontier orbital gap (alpha / beta)   7.041 / 6.253 eV
Multiplicity   2

Each line ends with the Mulliken spin population.
Atoms and positions in Å:
Cr1 -0.3688 0.5623 0.3578  1.26
S1 0.7729 4.7615 -5.6306  0.00
O1 -0.1409 -2.4041 0.2484  0.02
O2 -2.0665 -0.2507 0.5238  -0.02
O3 1.8662 -1.5271 -0.4352  0.01
O4 0.5640 0.5621 1.9797  -0.01
O5 -2.1088 2.5583 1.1974  0.00
O6 1.8215 0.5036 3.8417  0.01
O7 -4.1579 -0.5941 1.2390  0.01
N1 -1.7780 0.4244 3.2986  0.00
N2 -0.7719 0.5895 -1.6173  -0.03
N3 1.2452 5.0054 -4.1135  0.00
N4 0.7517 2.1733 -0.2269  -0.01
N5 0.0218 3.3448 -5.5172  0.00
C1 0.5752 -4.5459 1.0493  0.00
C2 3.0328 -3.1157 0.8963  0.00
C3 1.8952 4.2189 0.1474  0.00
C4 0.1206 3.0063 -4.2549  0.00
C5 0.5510 2.5435 -1.5076  0.00
C6 -0.4429 1.7942 -3.6631  0.01
C7 2.8199 -3.3993 -1.5628  0.00
C8 -2.3901 -0.8111 2.8352  0.01
C9 -0.5594 0.3545 4.0709  0.00
C10 0.8220 3.9608 -3.4508  0.00
C11 0.7454 0.4746 3.2741  0.00
C12 1.7110 4.5907 -1.1692  -0.02
C13 -1.1773 0.8427 -4.3546  -0.03
C14 1.4182 2.9978 0.5818  -0.02
C15 2.1133 -2.9447 -0.3036  0.00
C16 -2.0986 2.7974 2.6248  0.00
C17 -1.4910 -0.3094 -2.2857  -0.04
C18 0.0586 -4.1548 -1.3499  0.00
C19 -2.6011 1.6041 3.4270  0.00
C20 0.6738 -3.5542 -0.0944  0.00
C21 1.0424 3.7257 -2.0235  0.00
C22 -2.9617 -0.5614 1.4511  0.00
C23 -0.2458 1.6205 -2.3023  -0.04
C24 -1.6995 -0.2208 -3.6505  0.01
B1 0.5822 -1.2393 -0.0180  -0.12
H1 0.8457 -4.0800 1.9988  0.00
H2 -1.6055 -1.5610 2.7237  0.00
H3 2.2665 -3.1065 -2.4593  0.00
H4 1.2260 -5.4134 0.8821  0.00
H5 3.9756 -2.5978 0.6979  0.00
H6 -0.4913 -0.5789 4.6313  0.00
H7 2.9505 -4.4892 -1.5657  0.00
H8 -2.7041 1.9175 4.4743  0.00
H9 -2.7018 3.6801 2.8530  0.00
H10 2.0827 5.5353 -1.5539  0.00
H11 1.6075 2.6313 1.5849  0.00
H12 -0.5268 1.1587 4.8094  0.00
H13 -2.9709 2.1988 0.9477  0.00
H14 -1.3335 0.9563 -5.4221  0.00
H15 -3.6064 1.3637 3.0749  0.00
H16 -1.0632 3.0192 2.8901  0.00
H17 -0.9832 -4.4104 -1.1392  0.00
H18 -3.1791 -1.2031 3.4856  0.00
H19 3.2488 -4.1716 1.0871  0.00
H20 0.0753 -3.4402 -2.1791  0.00
H21 0.5850 -5.0640 -1.6590  0.00
H22 3.8098 -2.9335 -1.6059  0.00
H23 2.5909 -2.6721 1.7919  0.00
H24 -2.2824 -0.9852 -4.1453  0.00
H25 -1.9251 -1.0996 -1.6829  -0.01
H26 2.4203 4.8588 0.8444  0.00
H27 -0.4562 -4.8978 1.1226  0.00


Record 3
Formula: C5H4ClN3
Source: OMol25
Level of theory: the ωB97M-V functional and the def2-TZVPD basis

SMILES   N#C/C=N\C[C@H](Cl)C#N
ΔE to the lowest compared entry with this formula, charge and spin   37.12 kcal/mol
E   -22239.6097 eV
Frontier orbital gap   9.982 eV
Multiplicity   1

Each line ends with the Mulliken charge.
Atoms and positions in Å:
Cl1 -2.9189 -0.7261 0.6898  -0.15
N1 -3.6722 0.7976 -2.3585  -0.37
N2 -0.5143 1.8010 2.2725  -0.38
N3 0.2947 -0.4516 0.0037  -0.37
C1 -2.1403 0.5975 -0.3364  0.06
C2 -0.7589 0.0368 -0.9593  -0.54
C3 -3.1483 0.7190 -1.3725  0.01
C4 0.0624 0.9222 1.8787  0.44
C5 0.6017 -0.2386 1.2282  -0.12
H1 -1.9192 1.5168 0.0521  0.47
H2 -0.3114 0.7195 -1.6372  0.35
H3 -0.9705 -0.8579 -1.6196  0.30
H4 1.3246 -0.9446 1.7583  0.31


Record 4
Formula: C4H10DyO2
Source: OMol25
Level of theory: the ωB97M-V functional and the def2-TZVPD basis

Charge   +3
<S²>   9.389
E   -32451.2428 eV
Frontier orbital gap (alpha / beta)   9.294 / 8.186 eV
Multiplicity   6

Each line ends with the Mulliken spin population.
Atoms and positions in Å:
Dy1 1.3035 0.9321 1.0610  4.57
O1 0.7960 0.6228 -1.7810  0.02
O2 -0.8427 1.2739 0.3480  -0.03
C1 -0.5600 0.0714 -1.7477  0.03
C2 -1.7719 1.7153 1.3583  -0.02
C3 -1.4339 0.9782 -0.9207  -0.02
C4 1.8010 -0.1008 -1.9123  0.02
H1 -0.5114 -0.9542 -1.3632  0.00
H2 2.7605 0.4213 -1.9854  0.00
H3 1.6992 -1.1925 -1.9744  0.00
H4 -2.3236 2.5895 0.9941  0.00
H5 -0.8970 0.0784 -2.7902  0.00
H6 -1.6348 1.9183 -1.4482  0.00
H7 -2.4545 0.8928 1.6022  0.00
H8 3.0151 0.0512 0.6205  0.42
H9 -2.3867 0.4586 -0.7565  0.00
H10 -1.1912 1.9959 2.2428  0.03


Record 5
Formula: C4H9NOS
Source: OMol25
Level of theory: the ωB97M-V functional and the def2-TZVPD basis

ΔE to the lowest compared entry with this formula, charge and spin   267.11 kcal/mol
E   -18655.9435 eV
Frontier orbital gap   3.236 eV
Multiplicity   1

Each line ends with the Mulliken charge.
Atoms and positions in Å:
S1 -2.8108 1.5042 0.9985  -0.39
O1 2.4700 0.8488 -0.4114  -0.61
N1 0.6205 -2.6591 -0.8066  -0.59
C1 0.0053 0.2677 0.8615  -1.02
C2 0.2571 -0.3642 -0.4404  0.24
C3 1.5548 0.1533 -1.0437  0.00
C4 1.4362 -1.4930 -0.5480  -0.21
H1 -3.8643 2.3274 0.8158  0.10
H2 2.0448 -1.4783 0.3803  0.36
H3 1.8161 -2.1537 -1.3765  0.26
H4 0.8873 0.5738 1.5323  0.27
H5 1.3398 0.4893 -2.0728  0.40
H6 -0.5533 -0.6862 -1.1232  0.44
H7 -0.5749 1.1973 0.6817  0.05
H8 -0.6544 -0.3490 1.4803  0.41
H9 0.9082 -3.5474 -0.3334  0.29


Record 6
Formula: C5H11O3
Source: OMol25
Level of theory: the ωB97M-V functional and the def2-TZVPD basis

Charge   -1
ΔE to the lowest compared entry with this formula, charge and spin   67.68 kcal/mol
E   -11505.1323 eV
Frontier orbital gap   6.491 eV
Multiplicity   1

Each line ends with the Mulliken charge.
Atoms and positions in Å:
O1 1.5715 -0.3632 -1.7310  -0.89
O2 -2.0301 -1.0736 0.0771  -0.49
O3 -0.1163 -1.9614 2.6597  -0.67
C1 -0.1587 1.3168 -0.2063  -0.78
C2 -2.1091 -0.1552 -0.7215  -0.04
C3 1.9498 -0.1205 -0.4595  -0.40
C4 0.7799 0.3663 0.4990  -0.15
C5 -0.9943 0.5953 -1.3134  -0.39
H1 -1.3582 1.3380 -2.0278  0.29
H2 1.2340 0.8813 1.3589  0.35
H3 -0.1572 -0.0202 -1.7437  0.26
H4 0.4290 2.1252 -0.6467  0.33
H5 0.3157 -0.5359 0.8476  -0.22
H6 -3.1336 0.2278 -0.9263  0.30
H7 2.6992 0.7138 -0.3818  0.22
H8 0.4368 -2.4492 2.0239  0.33
H9 2.3841 -1.0039 0.0610  0.23
H10 -0.8695 1.7718 0.4838  0.38
H11 -0.8731 -1.6533 2.1467  0.34


Record 7
Formula: C3H4NO3
Source: OMol25
Level of theory: the ωB97M-V functional and the def2-TZVPD basis

Charge   -1
SMILES   CC(=O)NC(=O)[O-]
ΔE to the lowest compared entry with this formula, charge and spin   0.00 kcal/mol
E   -10811.1871 eV
Frontier orbital gap   8.798 eV
Multiplicity   1

Each line ends with the Mulliken charge.
Atoms and positions in Å:
O1 -1.5748 2.4128 0.1146  -0.73
O2 -0.8851 -1.9854 0.3403  -0.69
O3 0.6087 1.8982 0.3698  -0.74
N1 -0.9780 0.2350 0.0823  -0.15
C1 1.1668 -0.8702 -0.2556  -0.92
C2 -0.6002 1.6482 0.1864  0.54
C3 -0.3027 -0.9570 0.0126  0.63
H1 -1.9525 0.0646 0.2851  0.22
H2 1.4939 0.1221 0.0418  0.34
H3 1.3462 -0.8370 -1.3402  0.22
H4 1.6775 -1.7312 0.1629  0.28